Entry 1:
C22H25Br4NO4Pd | wB97M-V/def2-TZVPD

XYZ file:
```
57
Properties=species:S:1:pos:R:3:forces:R:3:lowdin_spin:R:1
O 0.729187 3.083254 3.758925 0.05 -0.02 -0.04 0.01
H -1.097148 -0.876511 3.183689 0.07 -0.04 0.08 0.00
Pd 0.000778 0.235033 0.398554 0.20 1.10 -0.37 1.26
H -3.563509 3.448521 1.819629 -0.01 -0.04 -0.02 0.00
C 0.565249 2.073184 3.050424 -0.18 -0.35 0.15 0.01
C -2.891200 1.711316 -0.228943 -0.04 0.13 0.00 0.13
H -3.991092 5.620508 -2.577188 0.00 -0.06 -0.02 0.00
C -3.482541 3.819483 -1.529573 -0.02 -0.03 0.03 0.01
H 2.584627 0.674621 0.250847 0.01 0.00 0.00 0.02
C 2.093042 0.077296 -0.523544 -0.87 0.09 0.08 0.27
C -3.676052 3.898667 0.843417 -0.01 -0.03 -0.01 0.01
O 0.917487 1.882633 1.859115 0.11 0.13 0.06 0.07
C -2.013537 -5.071361 -0.327444 -0.49 0.57 -0.26 0.08
H -3.256290 -0.158014 -1.237138 0.00 0.05 -0.02 0.00
Br -0.544905 -7.439037 0.358859 -0.04 0.11 -0.01 0.01
H 0.477321 0.637190 4.643379 -0.09 0.01 0.06 0.00
C -1.398136 1.701221 -0.485221 0.57 -0.76 0.14 0.85
Br -3.799137 -2.994339 -1.173233 0.19 -0.04 0.08 0.01
H 2.005132 2.421755 -3.086180 0.00 0.01 0.00 0.00
C -3.915026 5.132833 -1.610866 -0.01 0.09 -0.04 0.00
H -2.572779 1.531506 1.913050 -0.02 -0.05 0.05 0.00
C -1.257121 -2.752165 0.028220 -0.24 1.24 -0.13 0.09
H -2.968730 0.025390 1.090832 0.07 -0.09 0.04 0.00
O 0.754641 -2.490992 1.244738 -0.10 -0.15 -0.14 0.24
H 4.435129 -0.138146 -1.984506 0.05 0.03 0.04 0.00
Br -3.312553 -6.264686 -1.026172 0.11 0.02 0.07 0.02
O -1.451248 -1.520927 -0.138476 0.41 -1.11 0.06 0.28
H 2.365192 -0.975242 -0.431972 0.05 -0.09 0.08 0.03
C 2.397486 0.618951 -1.907699 0.03 0.13 0.05 0.03
C -0.051696 -3.271796 0.721604 0.31 0.81 0.32 0.08
Br 1.665578 -5.325849 1.638130 -0.16 0.20 -0.08 0.01
H -3.216120 3.294961 -2.437895 0.00 0.00 0.00 0.00
C -2.212775 -3.704211 -0.411835 -0.67 -0.88 -0.34 0.08
C -4.249193 5.839566 -0.462963 -0.03 -0.01 0.09 0.01
H -3.461807 1.236995 -2.299513 0.00 -0.03 -0.01 0.00
C -4.115370 5.212784 0.767264 -0.01 0.06 -0.06 0.00
C 0.091837 -4.687187 0.786525 0.05 -1.19 -0.08 0.08
H 2.064805 -0.111752 -2.657115 -0.04 0.00 0.00 0.00
C -3.201806 1.086131 1.141467 0.02 0.13 -0.13 0.02
H 4.306269 1.524246 -1.383473 -0.01 0.00 0.03 0.00
H -1.103720 1.253041 4.140211 -0.01 -0.04 0.01 0.00
H 0.480939 -0.782131 2.734379 0.02 -0.16 0.01 0.00
C -0.839592 -5.565110 0.266382 0.63 -0.05 0.35 0.08
C -3.369486 3.158884 -0.301188 -0.11 0.04 0.13 0.02
H -4.258514 1.201299 1.412434 0.01 0.01 -0.02 0.00
H 4.127619 1.194471 -3.118602 0.06 -0.01 0.02 0.00
H 0.588147 1.731500 -2.249111 0.05 0.08 0.03 0.00
C 1.656069 1.932711 -2.167746 0.06 -0.18 -0.04 0.01
C -0.147447 0.876436 3.773365 0.23 0.42 -0.36 0.00
H -4.608742 6.860461 -0.524441 0.04 0.01 -0.02 0.00
H -4.712432 0.861043 -1.093401 -0.02 -0.01 -0.03 0.01
H 1.796701 2.612152 -1.323427 -0.01 0.04 -0.01 0.00
N -0.364192 -0.249720 2.881468 -0.19 -0.09 0.13 0.01
H -1.075667 2.462876 -1.199538 -0.02 0.00 0.07 0.06
C 3.910593 0.812255 -2.112331 -0.14 -0.07 -0.15 0.02
C -3.632695 0.862560 -1.289599 0.09 0.06 0.09 0.05
H -4.353764 5.748947 1.679224 0.02 0.00 0.00 0.00
```
Forces are in eV/Å.

multiplicity	5
expectation value of S²	6.036
total charge	-2
frontier orbital gap (alpha / beta)	0.157 / 0.179	hartree


Entry 2:
C9H10N2O3 | wB97M-V/def2-TZVPD

XYZ file:
```
24
Properties=species:S:1:pos:R:3:forces:R:3:lowdin_charge:R:1
H 0.382886 1.340375 -2.285431 -0.66 -0.07 0.29 0.11
C 1.696502 2.501287 -1.064568 -0.52 -0.29 1.83 -0.05
N -1.822075 -0.368741 -0.774178 -0.45 1.39 1.26 0.15
H 0.142356 -0.699172 2.049450 -0.05 -0.30 -0.64 0.14
C 0.484370 -2.030354 0.264801 -1.40 -1.52 3.74 -0.06
H 2.690978 2.676905 0.864524 -0.47 0.51 0.57 0.12
N -3.033226 1.186082 0.393793 -2.02 1.35 -1.00 0.19
H 1.411185 -1.628607 0.151898 2.70 1.32 -0.64 0.03
H -1.118469 -1.767059 1.573544 -1.51 -0.79 0.69 0.10
H 0.664187 -2.977053 0.932736 -0.56 1.14 -2.10 0.13
O -3.844335 0.356774 -1.642642 -0.13 0.38 -0.27 0.09
C -1.965821 0.928507 1.197137 0.33 -0.46 -0.45 -0.44
C -2.981777 0.420466 -0.814723 0.04 -1.08 0.66 -0.49
O 0.934310 1.595521 0.917700 0.32 0.86 -0.75 0.06
C 0.643214 1.638356 -1.277939 -2.08 -1.92 -1.25 -0.08
H -0.013765 -2.069610 -0.668986 -0.19 -1.13 -0.89 0.05
C 1.782534 2.457165 0.322678 3.34 1.05 -0.88 -0.12
O -1.764755 1.389316 2.278052 0.25 0.19 0.90 0.12
C 0.198515 1.137587 -0.092629 -2.88 -3.26 0.28 -0.16
C -0.377481 -1.145695 1.175885 0.91 1.27 -0.32 -0.17
H -1.710992 -1.186903 -1.361459 -0.11 0.47 0.20 0.15
H 2.124122 2.903013 -1.978256 0.78 0.60 1.07 0.12
H -3.828833 1.922778 0.607734 2.42 -2.30 -0.68 0.23
C -1.028649 -0.016611 0.404780 1.96 2.60 -1.61 -0.23
```
Forces are in eV/Å.

SMILES	CC[C@@]1(c2ccco2)NC(=O)NC1=O
total charge	0
frontier orbital gap	0.346	hartree


Entry 3:
C38H36F48O12 | wB97M-V/def2-TZVPD

XYZ file:
```
134
Properties=species:S:1:pos:R:3:forces:R:3:lowdin_charge:R:1
F 16.423435 -11.024886 -7.688932 -0.55 -0.12 -0.35 0.18
H 2.462342 -8.757973 -6.656505 -0.02 -0.26 0.48 0.09
F 13.660493 -18.055172 -7.972498 0.42 -0.30 0.11 0.14
F 9.556711 -8.510879 -8.262692 -0.07 0.23 0.22 0.09
F 4.176096 -7.919442 -10.697339 0.35 -0.68 0.25 0.16
F 7.915373 -9.459482 1.015774 -0.08 -0.39 0.01 0.15
H 2.815297 -11.955730 -7.065627 -0.07 -0.08 -0.16 0.11
C 1.406787 -10.394733 -7.621631 0.54 0.37 0.83 -0.31
H 11.238258 -14.924630 -5.731251 0.30 -0.65 -0.56 0.17
F 11.869064 -13.271011 -8.480071 0.48 -0.18 -0.12 0.12
H 6.384459 -10.797733 -8.817617 -0.06 0.24 0.15 0.17
H 1.892999 -10.451395 -8.597952 0.80 0.41 0.47 0.13
H 1.049479 -8.221409 -7.468927 -0.18 -0.26 -0.26 0.08
F 8.286624 -9.661307 -1.152412 -0.89 0.65 -0.16 0.13
H 7.629699 -11.514812 -2.956161 -0.42 0.30 0.10 0.06
F 11.104315 -12.049995 -1.579347 0.16 -0.05 0.45 0.18
F 19.215698 -11.687401 -2.387089 -0.36 0.54 -0.18 0.10
H 10.391262 -12.179745 -14.422825 -0.10 0.55 -0.09 0.17
F 5.006308 -6.733587 -13.664418 -0.46 -0.32 0.45 0.11
C 9.537142 -8.754731 -5.909681 -1.05 -1.28 -0.54 -0.44
C 3.153840 -5.656271 -12.526233 0.30 -2.71 1.74 -0.44
H 9.934389 -10.905331 -5.934188 0.12 0.09 0.10 0.13
C 1.824137 -11.624694 -6.752127 0.60 0.09 -1.85 -0.06
H 17.827059 -12.052840 -3.805042 0.32 -0.18 0.30 0.17
F 14.063812 -9.801404 -5.293488 0.53 0.55 -0.48 0.07
H 1.922289 -11.566268 -5.668011 -1.00 0.32 0.06 0.13
C 14.525986 -10.599095 -6.296947 -1.98 -1.46 -0.44 -0.24
C 2.106596 -6.692227 -11.995354 0.09 1.14 -0.88 -0.03
F 4.148404 -5.540402 -11.594819 -0.10 0.52 -0.38 0.10
F 8.556350 -14.554131 -10.893929 -0.05 -0.27 -0.52 0.13
F 12.399994 -20.257902 -7.294216 0.12 0.17 -0.09 0.10
C 12.314172 -18.014080 -8.070310 0.45 1.01 -0.11 -0.54
F 10.265844 -8.442293 -4.830187 0.16 -0.08 0.31 0.13
C 10.344266 -8.404330 -7.161493 0.21 0.11 -1.05 -0.28
F 8.044563 -12.581180 -7.634191 -0.23 0.63 -0.59 0.12
O 0.870007 -12.588711 -7.232540 0.27 -0.62 0.53 0.07
C 11.888606 -14.289040 -6.350244 -2.35 -0.69 2.34 -0.29
H 7.207430 -14.064274 -3.815534 -0.35 -0.12 0.39 0.15
O 10.054320 -14.110490 -2.959723 1.77 -0.13 -0.49 0.03
F 13.702163 -10.462222 -7.388578 0.72 0.70 0.19 0.06
F 7.018750 -13.264311 -10.094387 -0.34 0.12 -0.64 0.10
C 7.377889 -13.131645 -12.460394 -0.51 -1.12 0.84 -0.05
C 7.825495 -13.608592 -3.041325 0.07 0.87 -0.76 -0.28
O 8.374231 -13.232560 -13.448954 -0.04 -0.02 -1.03 0.02
C 9.070580 -10.240299 -5.874293 0.70 0.03 -0.21 -0.01
F 9.755445 -7.222361 1.062306 -0.41 -0.73 0.47 0.10
C -0.153550 -11.991120 -7.874071 -1.04 -0.18 0.95 -0.58
H 13.101123 -15.563777 -8.711632 0.16 0.59 0.68 0.15
F 13.660685 -11.069875 -2.668084 -0.18 -0.32 -0.19 0.10
H 10.753054 -7.390903 -7.132871 -0.07 -0.02 0.24 0.18
C 7.980583 -13.349743 -11.062190 0.93 2.00 0.68 -0.43
O 10.811351 -9.864458 -1.055379 0.33 -0.63 -0.36 0.01
F 18.486092 -8.981916 -2.913225 -0.28 0.20 0.10 0.13
O 16.863249 -10.605595 -5.637454 -0.80 1.13 -0.31 0.03
F 8.007191 -11.136260 -14.070979 0.00 0.45 -0.34 0.13
C 6.136108 -11.061769 -7.783892 0.25 0.21 -0.76 -0.27
F 11.808893 -10.385477 -3.658642 -0.08 -0.34 0.17 0.10
F 17.049186 -11.346423 -2.136765 0.14 0.52 0.22 0.09
F 9.774946 -11.593983 -16.267864 -0.37 0.30 0.16 0.12
F 2.611294 -4.443854 -12.688546 -0.30 0.00 -0.24 0.13
F 11.364946 -9.278934 -7.353641 -0.19 0.06 0.56 0.08
C 9.464334 -14.765867 -1.951958 0.15 0.41 -0.15 -0.58
H 16.823519 -8.618175 -4.952317 1.09 -0.02 -0.16 0.15
C 12.050763 -15.657012 -8.421273 0.73 0.35 -2.01 -0.06
O 0.074888 -10.686068 -7.972762 -0.90 0.53 -0.18 0.08
C 7.165671 -12.357429 -2.445898 -0.27 -0.27 -0.41 0.00
H 11.602142 -15.756665 -9.415590 -0.61 -0.24 0.28 0.15
F 16.027562 -8.994973 -7.049567 0.31 0.43 0.04 0.17
C 7.428610 -11.501311 -7.060932 0.04 -0.92 0.53 -0.50
C 18.073808 -11.326776 -3.016405 -0.16 -0.60 -1.55 -0.30
H 3.950889 -5.238748 -14.438080 0.41 0.11 0.37 0.17
F 3.039312 -6.895177 -14.667221 -0.28 -0.43 1.06 0.08
C 9.053429 -7.701371 0.015709 -0.84 1.84 -2.23 -0.30
H 1.259570 -6.486619 -12.650171 -0.28 -0.59 0.17 0.15
C 8.245814 -12.386186 -14.540199 0.96 0.14 1.30 -0.53
F 7.859212 -7.030224 -0.076916 0.07 -0.22 0.60 0.07
O 10.035988 -15.382870 -1.108944 -0.31 0.00 -0.31 0.17
H 9.979790 -10.946591 0.539789 -0.13 -0.08 -0.26 0.15
F 10.090102 -12.544464 -11.592597 0.03 0.70 0.19 0.07
H 8.490221 -10.486064 -4.987109 0.12 0.48 0.18 0.13
O 8.256832 -10.430745 -7.033888 -0.51 -0.27 0.33 0.04
F 13.164122 -14.665125 -6.143583 0.01 0.70 -0.56 0.12
O -1.182373 -12.506952 -8.188732 0.59 -0.27 -0.24 0.16
F 2.270990 -8.611902 -10.015526 -0.27 -0.40 0.12 0.15
C 15.988935 -10.275786 -6.678433 0.30 -1.08 1.10 -0.55
H 9.506453 -12.260878 -3.563208 -0.05 0.06 -0.41 0.11
C 11.725628 -19.098427 -7.145073 0.15 -0.10 -0.04 -0.28
F 8.413577 -7.996768 -5.906345 0.15 0.37 0.06 0.13
F 4.079221 -10.761055 -10.597414 0.58 0.25 0.29 0.10
H 12.778487 -9.344281 -2.240475 0.06 0.08 -0.37 0.18
H 7.269254 -12.201918 -1.373454 0.47 -0.37 0.01 0.09
H 0.780381 -9.173757 -6.021188 0.35 0.18 0.30 0.09
C 10.155016 -9.927450 0.189818 -1.27 0.07 1.04 -0.05
F 8.690689 -11.028752 -10.738999 -0.33 0.08 -0.40 0.11
H 9.584200 -7.358918 -0.878021 0.26 -0.64 -0.06 0.17
C 9.087930 -12.305655 -10.684940 0.55 -1.58 -0.11 -0.28
F 4.126324 -10.015697 -12.699883 0.68 0.29 0.63 0.10
C 1.437770 -9.053881 -6.880694 0.08 -0.30 -0.87 -0.01
H 6.690418 -13.983783 -12.512313 -0.26 0.26 -0.51 0.15
F 5.614295 -9.997591 -7.116925 0.22 -0.30 -0.12 0.10
H 1.830385 -6.491258 -10.963427 0.11 0.13 0.02 0.14
H 10.702905 -9.411858 0.979258 0.21 0.00 -0.15 0.14
F 12.050032 -18.157886 -9.375232 -0.45 -0.37 -0.07 0.17
F 10.111857 -14.380564 -8.002440 -0.24 -0.20 0.94 0.12
F 19.179642 -10.031024 -4.694720 0.10 -0.34 0.53 0.12
C 3.424704 -10.056602 -11.535554 -0.71 -1.04 -1.05 -0.28
C 9.653992 -12.389476 -15.200624 0.18 -1.30 0.30 -0.28
H 9.248875 -13.632182 -4.761198 -0.12 0.38 -0.08 0.12
F 11.616699 -13.089138 -5.744139 0.84 0.64 -0.86 0.06
H 9.511342 -12.507865 -9.702394 -0.22 -0.02 0.14 0.14
F 9.932612 -13.663108 -15.608795 -0.32 0.11 -0.12 0.08
C 11.715365 -10.889554 -1.323948 -0.66 1.50 0.03 -0.53
C 16.904650 -9.641858 -4.580711 -0.89 0.14 0.68 -0.06
H 6.089793 -12.376313 -2.618798 0.04 0.17 -0.18 0.09
O 8.146350 -14.573956 -2.057028 -0.85 -0.39 0.63 0.10
H 15.990487 -9.666048 -3.976254 0.30 -0.69 0.34 0.13
O 2.537509 -8.041625 -12.184560 -0.28 0.25 0.62 0.03
H 11.840922 -18.732400 -6.121531 -0.19 -0.17 0.04 0.18
O 11.896479 -16.793725 -7.607566 -1.26 -0.16 0.68 0.03
H 2.552440 -10.646880 -11.825018 -0.49 0.44 0.54 0.18
C 18.172490 -9.969165 -3.776111 0.03 0.26 -0.14 -0.43
F 12.542450 -10.996979 -0.265855 0.04 -0.69 -0.08 0.16
C 9.184491 -13.287595 -3.731624 -0.21 -1.03 1.48 -0.09
H 6.858277 -12.179522 -12.533794 -0.11 -0.05 0.37 0.14
F 7.100873 -12.029566 -5.841908 -0.12 0.86 0.34 0.12
C 11.444259 -14.369813 -7.806642 1.49 -0.70 -0.63 -0.43
F 5.189775 -12.018957 -7.822215 0.23 -0.30 0.31 0.10
C 3.810098 -6.141561 -13.825625 0.58 1.87 -2.42 -0.30
F 7.227187 -12.690044 -15.338444 -0.05 -0.31 -0.26 0.18
C 12.517628 -10.369087 -2.515457 0.61 0.65 0.40 -0.29
C 3.098370 -8.635256 -11.073486 0.14 1.18 -1.31 -0.53
H 14.251478 -11.612942 -5.973995 1.25 -0.05 0.12 0.17
C 8.765982 -9.196690 0.011700 2.84 -0.72 0.78 -0.45
F 10.435907 -19.351484 -7.437260 -0.01 0.37 -0.01 0.11
```
Forces are in eV/Å.

SMILES	FC(F)C(F)(F)COC(F)(F)C(F)F.FC(F)C(F)(F)COC(F)(F)C(F)F.FC(F)C(F)(F)COC(F)(F)C(F)F.FC(F)C(F)(F)COC(F)(F)C(F)F.FC(F)C(F)(F)COC(F)(F)C(F)F.FC(F)C(F)(F)COC(F)(F)C(F)F.C[C@H]1COC(=O)O1.C[C@H]1COC(=O)O1
total charge	0
frontier orbital gap	0.409	hartree


Relative energy (zero: lowest compared OMol25 entry of this formula, charge and spin) in kJ/mol, matching the order above: 0.00 193.15 41.94
M in g/mol, matching the order above: 793.481 194.190 1596.598